No. 1
Entry from the Open Molecules 2025 dataset: a cluster of 2 separate species, C7H12NO3 in total (wB97M-V/def2-TZVPD).

XYZ file:
```
23
C7H12NO3 (wB97M-V/def2-TZVPD)
C -0.53940 3.23674 0.96075
C -1.16575 1.94197 0.95931
C 0.77130 3.18242 0.58385
C -0.12584 1.17803 0.60475
C -0.86468 -1.06702 -1.91181
C -1.09682 -1.69139 1.47603
C 0.61031 -1.02867 -0.02543
N 2.06575 -0.69897 0.11959
O 1.01216 1.79774 0.33478
O 0.40086 -1.02111 -1.39097
O 0.10357 -1.98470 0.73804
H -1.15630 4.10251 1.21479
H -2.15287 1.85685 1.21340
H 1.45216 3.99098 0.30292
H -1.37954 -1.99674 -1.38578
H -0.76296 -1.24458 -3.01135
H -1.53798 -0.15210 -1.67587
H -1.92217 -1.67071 0.80826
H -0.79703 -0.72294 1.99297
H -1.16309 -2.55683 2.15366
H 1.88695 0.38757 0.14018
H 2.26454 -1.30227 0.85977
H 2.51648 -0.85721 -0.79986
```

Multiplicity ... 1
Energy relative to the best compared isomer or geometry (same formula, charge and spin) ... 484.5 kJ/mol
Kohn-Sham gap ... 8.626 eV
Total charge ... +1
Highest occupied orbital energy ... -12.512 eV


No. 2
Entry from the Open Molecules 2025 dataset: a cluster of 2 separate species, C3H6S2 in total (wB97M-V/def2-TZVPD).

XYZ file:
```
11
C3H6S2 (wB97M-V/def2-TZVPD)
C 0.27240 1.29625 0.73378
C -0.87525 0.97582 0.16402
C 1.84160 -0.48176 -0.71993
S -2.99010 -1.63201 0.67931
S -1.93676 0.17513 -0.70265
H 0.61234 2.37746 0.73689
H 0.66971 0.67100 1.55958
H 1.36666 -1.11931 0.00922
H 1.86014 -0.53060 -1.76233
H 2.62394 -0.09465 -0.12352
H -3.44469 -1.63734 -0.57439
```

Multiplicity ... 1
Energy relative to the best compared isomer or geometry (same formula, charge and spin) ... 565.0 kJ/mol
Kohn-Sham gap (spin up / spin down) ... 6.288 / 7.983 eV
Highest occupied orbital energy (spin up / spin down) ... -8.248 / -8.345 eV


No. 3
Entry from the Open Molecules 2025 dataset: a cluster of 2 separate species, C4H13NO3P in total (wB97M-V/def2-TZVPD).

XYZ file:
```
22
C4H13NO3P (wB97M-V/def2-TZVPD)
C -1.89784 -1.27562 0.03124
C 0.20633 1.71598 -1.92069
C 2.25403 -0.47527 1.81668
C -2.36418 0.64193 1.36277
N -1.57252 0.05082 0.57773
O 1.60203 -1.10159 -1.73741
O 0.57714 0.87767 -0.80924
O 1.63999 -0.73300 0.62464
P 2.01042 0.01970 -0.77691
H -2.22362 -1.42424 -1.02630
H -1.13062 -1.97879 0.07239
H -2.78908 -1.64714 0.54446
H 0.58473 2.69955 -1.79837
H -0.82132 1.80471 -1.87716
H 0.42992 1.31123 -2.83155
H 3.15523 0.03204 1.60855
H 2.51495 -1.35415 2.30364
H 1.54888 0.21543 2.40069
H -2.00830 1.56187 1.88290
H -3.24849 0.30073 1.68489
H 2.18038 -1.68605 -2.16839
H -0.64804 0.44422 0.03544
```

Multiplicity ... 1
Energy relative to the best compared isomer or geometry (same formula, charge and spin) ... 128.5 kJ/mol
Kohn-Sham gap ... 8.593 eV
Total charge ... +1
Highest occupied orbital energy ... -12.877 eV


No. 4
Entry from the Open Molecules 2025 dataset: a structure of composition C38H37F4MoN6O2 (wB97M-V/def2-TZVPD).

XYZ file:
```
88
C38H37F4MoN6O2 (wB97M-V/def2-TZVPD)
Mo -0.63978 -0.13875 -0.48342
O -2.99275 -0.54743 2.99547
C -2.12584 -0.57036 2.12122
N -2.27726 -0.19483 0.83411
C -3.63145 -0.11108 0.35287
C -3.65130 -0.58131 -1.07902
C -4.83095 -0.74335 -1.79582
C -4.77133 -1.18722 -3.10387
C -3.53193 -1.47784 -3.65876
C -2.40372 -1.29635 -2.88339
N -2.45875 -0.83218 -1.62933
C -0.79591 -1.24612 2.31419
C -0.69788 -2.35537 3.05276
C 0.39368 -3.29284 2.81579
C 1.09553 -3.22749 1.67979
C 0.85552 -2.13597 0.67332
N 0.16096 -0.99054 1.30984
H -4.05898 0.90209 0.40652
H -4.29232 -0.73757 0.96241
H -5.77756 -0.51985 -1.32021
H -5.67803 -1.31614 -3.68158
H -3.43508 -1.84090 -4.67240
H -1.41147 -1.52762 -3.25045
H -1.50762 -2.59589 3.72890
H 0.58450 -4.07565 3.54038
H 1.87797 -3.94957 1.47162
H 1.82052 -1.74161 0.34453
C 0.14012 3.22080 -0.46013
N -1.05236 2.41462 -0.20622
C -1.62424 2.81131 1.07318
C -2.02635 2.57950 -1.27902
C -1.48761 2.08048 -2.61946
N -0.54572 1.00192 -2.39313
C 0.19959 0.57850 -3.43141
C 1.40492 -0.09912 -3.14140
F 1.74496 -0.16921 -1.83849
C 2.23985 -0.61843 -4.09195
F 3.36657 -1.24407 -3.70338
C 1.96379 -0.48934 -5.44555
C 0.80965 0.19266 -5.76700
F 0.47667 0.34506 -7.06744
C -0.04820 0.71138 -4.81566
F -1.18627 1.30091 -5.26204
H -0.12810 4.28061 -0.59966
H 0.65510 2.85913 -1.34736
H 0.82086 3.13745 0.38492
H -1.92954 3.86993 1.06251
H -0.87155 2.67681 1.84965
H -2.48499 2.19263 1.31660
H -2.32841 3.63770 -1.37797
H -2.91713 2.01731 -1.00036
H -1.00066 2.90780 -3.15259
H -2.34822 1.78677 -3.23418
H 2.61630 -0.89543 -6.20237
N 0.78016 0.26527 1.07640
C 1.61268 0.77167 2.02155
C 2.62320 1.71634 1.66263
C 2.99057 1.94300 0.31215
C 3.95041 2.87600 -0.02334
C 4.59623 3.63386 0.95263
C 4.24847 3.42784 2.28746
C 3.28858 2.50125 2.64029
C 1.46330 0.35252 3.43655
C 0.29127 0.60099 4.15267
C 0.14831 0.17535 5.46372
C 1.18058 -0.51011 6.08923
C 2.35696 -0.75889 5.39325
C 2.49559 -0.32977 4.08222
H 2.50933 1.36364 -0.45997
H 4.20673 3.01153 -1.06856
H 5.34807 4.36396 0.68159
H 4.73147 4.00821 3.06607
H 3.02934 2.37683 3.68438
H -0.52860 1.11533 3.66655
H -0.77963 0.36575 5.98842
H 1.06866 -0.85267 7.11077
H 3.16603 -1.29856 5.87111
H 3.40849 -0.52984 3.53352
C 1.46670 -3.86081 -1.63646
O 0.66247 -2.71530 -1.76472
C -0.04659 -2.31077 -0.57935
C -1.18135 -3.29875 -0.31902
H 0.90446 -4.73401 -1.28402
H 2.30796 -3.69161 -0.95145
H 1.87635 -4.08477 -2.62242
H -0.83094 -4.30092 -0.04014
H -1.80051 -3.39780 -1.21262
H -1.82251 -2.95068 0.49331
```

Multiplicity ... 3
<S²> ... 2.033
Energy relative to the best compared isomer or geometry (same formula, charge and spin) ... 229.9 kJ/mol
Kohn-Sham gap (spin up / spin down) ... 4.828 / 5.760 eV
Total charge ... -1
Highest occupied orbital energy (spin up / spin down) ... -2.259 / -3.196 eV


No. 5
Entry from the Open Molecules 2025 dataset: a structure of composition C34H46BN6O3ReSe (wB97M-V/def2-TZVPD).

XYZ file:
```
92
C34H46BN6O3ReSe (wB97M-V/def2-TZVPD)
Re 0.23340 0.04290 -0.11760
C -1.47130 5.14960 4.65250
C -2.37180 4.39770 3.66240
C -3.18930 5.42270 2.87050
C -3.32850 3.47160 4.43040
C -1.53240 3.52190 2.75890
C -0.51670 2.70580 3.26400
C 0.15680 1.84240 2.42160
N -0.09630 1.74960 1.12030
C -1.02770 2.56700 0.60020
C -1.76060 3.44170 1.39120
C -1.23950 2.46070 -0.84410
C -1.82530 3.48150 -1.58500
C -1.97790 3.36640 -2.95890
C -1.49260 2.18760 -3.53540
C -0.90430 1.22210 -2.75320
N -0.77660 1.33620 -1.42510
C -2.58620 4.45380 -3.81400
C -3.68550 3.83950 -4.69190
C -3.19580 5.58430 -2.98040
C -1.46460 5.02330 -4.69600
H -2.06730 5.85500 5.22550
H -0.69830 5.70340 4.12360
H -0.99640 4.47190 5.35640
H -3.70930 6.08110 3.56040
H -3.94150 4.94370 2.24870
H -2.54330 6.03490 2.24510
H -3.95570 4.06290 5.09200
H -2.77460 2.75310 5.02980
H -3.96900 2.92510 3.74100
H -0.25300 2.71980 4.30850
H 0.92090 1.17750 2.80300
H -2.53270 4.02740 0.92620
H -2.13540 4.38100 -1.07980
H -1.56060 2.01820 -4.59630
H -0.50280 0.32020 -3.19530
H -4.42790 3.33580 -4.07640
H -3.27620 3.12240 -5.39720
H -4.18340 4.61970 -5.26020
H -3.96530 5.20630 -2.31000
H -3.66020 6.30920 -3.64350
H -2.43760 6.10820 -2.40240
H -1.05470 4.25790 -5.34940
H -0.65780 5.41700 -4.08150
H -1.85430 5.82830 -5.31200
O 2.53420 -2.26220 0.71050
C 2.24630 -1.53350 1.63750
O 1.34260 -0.64280 1.65320
H 2.79260 -1.60850 2.60760
C 5.90890 -0.17740 -5.82310
C 4.92100 0.07090 -4.72990
C 4.61450 1.35740 -4.29900
C 3.78040 1.57890 -3.21770
C 3.47930 2.98080 -2.77920
C 3.23090 0.47540 -2.53770
Se 2.46240 0.83060 -0.79910
C 3.45790 -0.82520 -3.01060
C 2.87870 -2.04240 -2.37410
C 4.29840 -0.99470 -4.10050
H 6.28410 0.75360 -6.23600
H 5.45880 -0.76230 -6.62200
H 6.74730 -0.74880 -5.42670
H 5.05500 2.20460 -4.80690
H 3.81650 3.70160 -3.51990
H 3.98380 3.18930 -1.83470
H 2.40660 3.10650 -2.62420
H 2.10950 -1.78990 -1.65350
H 3.65700 -2.58960 -1.84580
H 2.45860 -2.69790 -3.13460
H 4.49840 -2.00070 -4.44180
B -1.31830 -3.12040 -3.01950
C -0.62080 -2.14350 -2.10760
N -0.10490 -1.37110 -1.39510
H -2.12590 -2.50390 -3.64580
H -0.51790 -3.66020 -3.71660
H -1.84940 -3.93880 -2.33040
C -3.23050 -1.26540 3.23460
N -2.25790 -2.14690 2.63290
C -2.01770 -3.39450 3.09390
C -1.06790 -4.18880 2.54310
C -0.31800 -3.64860 1.45310
N -0.58950 -2.42920 1.01490
C -1.51770 -1.66190 1.56600
O -1.73210 -0.50960 1.14850
N 0.63990 -4.31850 0.82190
H -3.88730 -1.82900 3.89370
H -3.81310 -0.79040 2.44490
H -2.72560 -0.48070 3.80200
H -2.62410 -3.71970 3.92620
H -0.88190 -5.18050 2.91620
H 0.96370 -5.21030 1.15520
H 1.23370 -3.78460 0.19620
```

Multiplicity ... 4
<S²> ... 3.785
Energy relative to the best compared isomer or geometry (same formula, charge and spin) ... 107.7 kJ/mol
Kohn-Sham gap (spin up / spin down) ... 6.628 / 6.089 eV
Total charge ... +1
Highest occupied orbital energy (spin up / spin down) ... -10.126 / -10.205 eV


No. 6
Entry from the Open Molecules 2025 dataset: the ion C22H26NO3 with charge +1 (wB97M-V/def2-TZVPD).

XYZ file:
```
52
C22H26NO3 (wB97M-V/def2-TZVPD)
C 2.15618 -2.78326 -0.23262
C 2.97326 -2.28144 -0.94637
C 4.02318 -2.08798 -1.94013
C 4.80113 -0.78072 -1.76645
C 5.56949 -0.67801 -0.45990
O 4.85466 0.02455 0.58419
C 4.62148 1.31681 0.29639
O 5.47053 2.10273 0.00897
C 3.18260 1.71384 0.38802
C 2.77055 2.96072 -0.07659
C 1.44117 3.27638 -0.00997
N 0.55174 2.39813 0.49596
C 0.92234 1.20066 0.95044
C -0.11181 0.25707 1.46813
O -1.35472 0.73213 0.99798
C -2.37779 -0.20009 0.89873
C -2.32641 -1.45313 1.46927
C -3.36057 -2.37211 1.33304
C -3.23094 -3.73180 1.95368
C -4.47323 -1.99002 0.60781
C -4.52900 -0.71838 0.06220
C -3.51010 0.20487 0.18403
C -3.58707 1.60174 -0.40309
C -2.46656 1.90112 -1.42837
C -4.96928 1.94450 -0.95532
C 2.25340 0.83174 0.90486
H 1.49199 -3.02656 0.55678
H 4.68040 -2.95060 -1.95827
H 3.53892 -2.04962 -2.91436
H 4.15145 0.07249 -1.94830
H 5.53758 -0.74574 -2.56696
H 6.55291 -0.23416 -0.57006
H 5.72811 -1.68075 -0.07837
H 3.50396 3.64130 -0.47521
H 1.08931 4.22079 -0.38645
H -0.43657 2.63577 0.50652
H 0.15151 -0.72198 1.08195
H -0.10762 0.27601 2.55958
H -1.46945 -1.76160 2.05129
H -3.77237 -4.45443 1.34990
H -3.64317 -3.77550 2.95764
H -2.19135 -4.04412 1.96370
H -5.27865 -2.69658 0.48176
H -5.41533 -0.44517 -0.48801
H -3.44906 2.27240 0.44626
H -1.89494 1.02687 -1.71233
H -2.91674 2.36210 -2.30166
H -1.81039 2.66945 -1.02454
H -5.67601 1.91182 -0.13206
H -5.28226 1.27095 -1.74441
H -4.93373 2.97269 -1.30124
H 2.55731 -0.13589 1.26195
```

Multiplicity ... 1
Energy relative to the best compared isomer or geometry (same formula, charge and spin) ... 295.4 kJ/mol
Kohn-Sham gap ... 6.531 eV
Total charge ... +1
Highest occupied orbital energy ... -11.194 eV